[1]
Density functional theory data (wB97M-V/def2-TZVPD) for a 8-piece molecular cluster, C22H60O8 overall.

ORCA input file:
```
! wB97M-V def2-TZVPD RIJCOSX def2/J DEFGRID3
* xyz 0 1
C 0.902 -5.196 0.736
C -0.532 -5.322 0.154
C -1.383 -6.537 0.536
O -1.237 -4.174 0.552
H 1.532 -6.102 0.754
H 0.771 -4.949 1.780
H 1.401 -4.400 0.151
H -0.550 -5.159 -0.883
H -0.923 -7.469 0.227
H -2.421 -6.357 0.230
H -1.481 -6.717 1.626
H -1.297 -4.151 1.486
C 2.563 2.312 1.919
C 1.224 2.950 1.820
C 1.397 4.466 1.703
O 0.397 2.433 0.747
H 2.407 1.247 2.115
H 3.165 2.704 2.847
H 3.225 2.588 1.138
H 0.705 2.835 2.764
H 1.844 4.852 2.596
H 0.400 4.851 1.582
H 2.072 4.706 0.898
H 0.851 1.747 0.256
C -3.853 0.094 0.861
C -3.194 -0.014 2.224
C -4.106 -0.663 3.277
O -1.977 -0.794 2.017
H -4.753 0.728 0.906
H -4.062 -0.932 0.451
H -3.260 0.599 0.172
H -2.851 0.955 2.638
H -3.577 -0.634 4.191
H -4.309 -1.765 3.076
H -5.060 -0.091 3.383
H -1.543 -0.472 1.262
C 3.263 -1.455 -0.965
C 3.019 -0.037 -0.646
C 3.879 0.836 -1.541
O 1.604 0.195 -0.796
H 3.129 -1.600 -2.088
H 2.593 -2.082 -0.425
H 4.200 -1.839 -0.682
H 3.362 0.212 0.342
H 3.657 0.551 -2.583
H 4.977 0.593 -1.393
H 3.714 1.946 -1.500
H 1.114 -0.503 -0.414
C 0.801 -2.383 4.707
C 0.922 -0.956 4.099
C -0.226 -0.107 4.678
O 2.195 -0.327 4.325
H 0.474 -2.365 5.733
H 1.654 -3.048 4.615
H 0.007 -2.858 4.144
H 0.791 -1.023 3.019
H -1.159 -0.616 4.556
H -0.393 0.864 4.222
H -0.090 0.036 5.735
H 2.424 -0.098 5.257
C -2.145 1.144 -5.774
C -1.632 0.387 -4.528
C -0.874 -0.904 -4.946
O -0.748 1.149 -3.684
H -2.701 0.340 -6.314
H -1.361 1.444 -6.452
H -2.781 2.016 -5.561
H -2.495 0.124 -3.911
H -0.086 -0.566 -5.639
H -1.532 -1.630 -5.481
H -0.317 -1.306 -4.105
H -1.132 1.511 -2.871
C -0.072 5.811 -2.328
C -0.049 4.314 -2.605
C 1.412 3.848 -2.625
O -0.819 3.435 -1.686
H 0.616 6.347 -3.067
H 0.307 6.039 -1.374
H -1.041 6.317 -2.443
H -0.518 4.125 -3.557
H 2.028 4.482 -3.313
H 1.361 2.815 -3.110
H 1.820 3.802 -1.623
H -0.262 3.356 -0.918
C -1.096 -1.650 -1.401
O -0.195 -1.593 -0.332
H -1.212 -0.571 -1.636
H -0.609 -2.093 -2.313
H -1.953 -2.182 -1.149
H -0.312 -2.413 0.158
*
```

- Total energy: -1476.039121 hartree
- Relative energy (zero: lowest compared OMol25 entry of this formula, charge and spin): 36.81 kcal/mol
- LUMO level: 0.609 eV
- Frontier orbital gap: 10.27 eV
- SMILES: CC(C)O.CC(C)O.CC(C)O.CC(C)O.CC(C)O.CC(C)O.CC(C)O.CO
- HOMO level: -0.3549 Ha

***

[2]
Density functional theory data (wB97M-V/def2-TZVPD) for C22H63CrCuO19 as an isolated structure.

ORCA input file:
```
! wB97M-V def2-TZVPD RIJCOSX def2/J DEFGRID3
* xyz 0 7
Cr 4.334 -13.348 14.584
Cu 1.080 -12.243 14.702
C 2.133 -16.733 14.431
C 1.820 -15.405 13.595
O 2.306 -14.151 14.041
H 1.388 -17.523 14.336
H 1.962 -16.707 15.507
H 3.186 -17.012 14.406
H 0.744 -15.230 13.599
H 2.126 -15.492 12.552
C 3.476 -9.396 13.590
C 3.545 -10.175 14.900
O 3.179 -11.530 14.875
H 3.842 -9.973 12.741
H 4.066 -8.483 13.508
H 2.422 -9.230 13.371
H 3.091 -9.674 15.755
H 4.584 -10.100 15.219
C 1.642 -11.824 11.267
C 0.261 -11.279 11.699
O -0.064 -11.316 13.054
H 2.010 -12.807 11.562
H 2.377 -11.123 11.662
H 1.754 -11.730 10.187
H -0.410 -11.863 11.070
H 0.020 -10.268 11.371
C 7.259 -6.474 14.227
C 7.273 -5.440 13.090
O 7.653 -4.072 13.338
O 6.253 -5.986 15.133
H 8.190 -6.531 14.791
H 6.831 -7.420 13.895
H 6.356 -5.268 12.526
H 7.982 -5.604 12.278
H 7.361 -3.554 12.584
H 6.495 -5.115 15.454
C 1.819 -5.297 13.274
C 0.903 -4.777 14.320
O 1.160 -3.419 14.708
O 3.159 -5.397 13.680
H 1.915 -4.515 12.521
H 1.491 -6.299 12.997
H 1.068 -5.489 15.129
H -0.149 -4.945 14.089
H 1.695 -3.337 15.501
H 3.481 -6.173 14.144
C 5.478 -11.506 18.749
C 4.245 -11.823 19.630
O 3.452 -12.587 18.719
O 6.172 -12.766 18.638
H 6.101 -10.761 19.243
H 5.163 -11.016 17.828
H 3.619 -10.949 19.813
H 4.547 -12.353 20.532
H 3.923 -12.836 17.920
H 5.653 -13.326 18.055
C 6.014 -14.847 12.318
C 4.999 -14.046 11.506
O 4.529 -13.031 12.398
O 5.486 -15.124 13.565
H 6.963 -14.323 12.432
H 6.335 -15.804 11.907
H 4.148 -14.634 11.160
H 5.426 -13.727 10.556
H 4.061 -12.418 11.827
H 5.986 -15.786 14.048
C 3.024 -8.633 18.663
C 2.090 -7.485 18.832
O 2.613 -6.405 18.026
O 4.336 -8.516 19.404
H 3.064 -9.087 17.673
H 2.415 -9.386 19.164
H 1.942 -7.241 19.884
H 1.126 -7.748 18.398
H 2.793 -5.623 18.555
H 4.935 -7.901 18.975
C -0.952 -8.747 16.424
C -0.466 -10.092 17.000
O 0.629 -10.708 16.244
O 0.084 -7.826 16.182
H -1.737 -8.348 17.066
H -1.605 -8.920 15.568
H -1.362 -10.707 17.088
H -0.135 -9.807 17.998
H 1.255 -10.997 16.912
H 0.677 -8.255 15.560
C 7.443 -11.012 9.971
C 6.626 -10.164 11.123
O 7.160 -10.629 12.324
O 8.826 -11.119 10.236
H 7.375 -10.490 9.016
H 7.083 -12.011 9.726
H 5.547 -10.239 10.985
H 6.909 -9.114 11.047
H 8.069 -10.799 12.064
H 9.287 -10.279 10.193
C 7.574 -10.684 15.951
C 7.609 -12.117 15.171
O 6.300 -12.131 14.430
O 7.715 -9.630 14.986
H 8.360 -10.651 16.705
H 6.629 -10.602 16.490
H 7.719 -12.855 15.966
H 8.515 -11.954 14.586
H 6.424 -11.481 13.735
H 7.464 -8.828 15.451
*
```

- Total energy: -4990.074943 hartree
- LUMO level (alpha / beta): 0.222 / -1.672 eV
- Frontier orbital gap (alpha / beta): 5.13 / 6.13 eV
- HOMO level (alpha / beta): -0.1806 / -0.2869 Ha

***

[3]
Density functional theory data (wB97M-V/def2-TZVPD) for a 7-piece molecular cluster, C22H63N9O7 overall.

ORCA input file:
```
! wB97M-V def2-TZVPD RIJCOSX def2/J DEFGRID3
* xyz 0 1
C 5.227 4.940 4.049
O 5.370 6.225 3.448
C 5.393 7.259 4.490
C 5.984 8.506 3.913
C 7.384 8.287 3.208
N 6.081 9.616 4.931
H 6.013 4.920 4.804
H 5.357 4.228 3.234
H 4.203 4.848 4.411
H 4.343 7.414 4.741
H 5.994 7.062 5.377
H 5.323 8.783 3.092
H 8.040 7.902 3.989
H 7.748 9.255 2.864
H 7.362 7.594 2.367
H 5.410 10.265 4.543
H 5.472 9.223 5.634
C 1.449 -1.793 6.559
O 0.292 -1.010 6.867
C -0.243 -1.203 8.169
C -1.029 0.095 8.487
C -0.333 1.398 8.555
N -1.532 0.076 9.845
H 1.880 -1.674 5.564
H 1.218 -2.855 6.633
H 2.167 -1.477 7.315
H -0.940 -2.036 8.068
H 0.495 -1.409 8.944
H -1.878 0.196 7.811
H -0.996 2.211 8.851
H 0.029 1.786 7.603
H 0.548 1.343 9.195
H -2.148 0.866 9.974
H -2.212 -0.669 9.885
C 3.645 8.114 -4.641
O 2.753 7.174 -5.199
C 1.578 7.661 -5.781
C 0.642 6.522 -5.919
C -0.736 6.970 -6.560
N 0.263 5.783 -4.697
H 4.431 7.866 -3.929
H 2.997 8.661 -3.956
H 4.119 8.782 -5.360
H 1.123 8.404 -5.126
H 1.840 8.123 -6.733
H 1.105 5.789 -6.579
H -1.140 7.844 -6.049
H -1.431 6.132 -6.513
H -0.583 7.285 -7.592
H 0.376 6.357 -3.873
H -0.735 5.663 -4.790
C 0.280 -8.407 -3.559
O 1.217 -7.389 -3.172
C 0.704 -6.066 -3.198
C 0.602 -5.502 -4.654
C 2.010 -5.076 -5.121
N -0.251 -4.333 -4.791
H 0.682 -9.410 -3.417
H -0.094 -8.410 -4.583
H -0.501 -8.387 -2.799
H -0.275 -6.052 -2.719
H 1.387 -5.543 -2.528
H 0.269 -6.317 -5.297
H 2.093 -4.854 -6.185
H 2.772 -5.849 -5.024
H 2.243 -4.126 -4.640
H -0.291 -4.067 -5.764
H -1.197 -4.608 -4.569
C -4.787 -6.038 -7.088
O -5.499 -5.683 -5.924
C -5.341 -6.388 -4.652
C -6.235 -5.665 -3.580
C -5.498 -4.377 -3.352
N -6.203 -6.451 -2.354
H -5.226 -5.435 -7.884
H -4.684 -7.098 -7.318
H -3.727 -5.791 -7.021
H -5.698 -7.410 -4.780
H -4.328 -6.444 -4.255
H -7.222 -5.497 -4.011
H -5.927 -3.712 -2.603
H -5.485 -3.698 -4.206
H -4.428 -4.484 -3.176
H -5.225 -6.599 -2.148
H -6.553 -5.794 -1.670
N -0.046 0.264 1.483
C -0.444 -0.616 0.580
N -0.371 -0.291 -0.691
O -1.024 -1.659 0.862
H 0.430 1.132 1.282
H -0.261 -0.016 2.430
H -0.027 0.572 -1.085
H -0.622 -1.039 -1.322
N -4.877 -4.136 3.660
C -4.757 -5.338 4.186
N -3.538 -5.761 3.880
O -5.638 -5.974 4.634
H -4.113 -3.649 3.214
H -5.812 -3.967 3.316
H -3.267 -6.692 4.163
H -2.936 -5.167 3.328
*
```

- Total energy: -1895.322036 hartree
- Relative energy (zero: lowest compared OMol25 entry of this formula, charge and spin): 115.65 kcal/mol
- LUMO level: 0.280 eV
- Frontier orbital gap: 9.67 eV
- SMILES: COC[C@H](C)N.COC[C@H](C)N.COC[C@H](C)N.COC[C@H](C)N.COC[C@H](C)N.NC(N)=O.NC(N)=O
- HOMO level: -0.3450 Ha

***

[4]
Density functional theory data (wB97M-V/def2-TZVPD) for a 8-piece molecular cluster, C22H64N2O16 overall.

ORCA input file:
```
! wB97M-V def2-TZVPD RIJCOSX def2/J DEFGRID3
* xyz 0 1
C -1.828 2.854 -4.741
O -0.545 2.280 -4.710
C 0.052 2.061 -3.453
C 1.240 1.113 -3.591
N 2.140 1.330 -2.504
C 3.339 0.508 -2.469
C 3.052 -1.016 -2.609
O 4.252 -1.742 -2.435
C 4.492 -2.070 -1.094
H -2.099 2.895 -5.795
H -1.747 3.921 -4.479
H -2.531 2.347 -4.078
H -0.749 1.735 -2.774
H 0.406 2.997 -2.997
H 1.689 1.361 -4.556
H 0.786 0.113 -3.629
H 1.856 1.639 -1.595
H 3.761 0.646 -1.474
H 4.130 0.731 -3.188
H 2.653 -1.148 -3.613
H 2.334 -1.381 -1.870
H 4.847 -1.158 -0.603
H 5.265 -2.826 -0.951
H 3.623 -2.450 -0.543
C 2.364 -4.215 3.663
O 2.028 -4.762 2.405
C 0.739 -4.385 1.937
C 0.669 -3.008 1.251
N 0.536 -1.847 2.121
C -0.787 -1.783 2.799
C -0.976 -0.471 3.535
O 0.106 -0.371 4.452
C 0.096 0.828 5.221
H 3.418 -3.938 3.633
H 2.248 -4.955 4.470
H 1.708 -3.397 3.958
H 0.019 -4.543 2.746
H 0.449 -5.125 1.190
H -0.108 -3.096 0.487
H 1.607 -2.841 0.711
H 1.215 -1.955 2.869
H -0.955 -2.685 3.391
H -1.493 -1.832 1.964
H -1.896 -0.531 4.123
H -0.910 0.362 2.830
H 0.688 0.571 6.098
H -0.923 1.033 5.564
H 0.511 1.656 4.642
C -3.495 0.311 -3.482
C -2.596 0.344 -4.710
O -2.604 1.618 -5.341
O -4.854 0.597 -3.709
H -2.997 1.000 -2.782
H -3.523 -0.641 -2.950
H -2.932 -0.457 -5.379
H -1.559 0.227 -4.404
H -3.508 1.894 -5.518
H -5.024 1.360 -4.265
C -0.929 0.476 -0.689
C 0.572 0.293 -0.471
O 0.907 0.605 0.888
O -1.424 1.632 -0.047
H -1.509 -0.381 -0.326
H -1.072 0.550 -1.770
H 1.118 0.997 -1.098
H 0.839 -0.746 -0.661
H 0.852 -0.274 1.400
H -0.930 1.704 0.785
C -2.491 -4.461 -0.498
C -1.495 -5.292 -1.289
O -1.677 -6.647 -0.975
O -2.332 -4.764 0.898
H -3.519 -4.705 -0.805
H -2.527 -3.376 -0.611
H -0.480 -4.945 -1.059
H -1.612 -5.136 -2.370
H -1.007 -7.213 -1.358
H -2.714 -5.648 0.962
C -1.310 6.789 1.566
C -1.427 5.597 0.627
O -0.844 4.435 1.239
O -1.994 6.435 2.779
H -1.758 7.700 1.158
H -0.276 7.069 1.794
H -0.917 5.726 -0.327
H -2.491 5.421 0.457
H -0.863 4.634 2.185
H -1.966 7.214 3.340
C 4.360 0.426 1.903
C 3.601 0.144 3.208
O 3.183 -1.214 3.310
O 3.495 0.480 0.803
H 5.138 -0.342 1.826
H 4.898 1.358 2.122
H 2.691 0.744 3.243
H 4.238 0.438 4.048
H 3.967 -1.748 3.137
H 2.582 0.555 1.126
O -3.563 3.477 -0.420
H -4.315 2.880 -0.352
H -2.789 2.896 -0.495
O -3.595 1.968 2.198
H -2.688 2.001 1.880
H -3.606 2.544 2.971
*
```

- Total energy: -2189.433906 hartree
- Relative energy (zero: lowest compared OMol25 entry of this formula, charge and spin): 242.92 kcal/mol
- LUMO level: 0.376 eV
- Frontier orbital gap: 7.39 eV
- HOMO level: -0.2579 Ha